1.
ORCA calculation (ωB97M-V/def2-TZVPD) on a molecular structure, C11H21Cl2F6O2PSi2 in a non-equilibrium geometry.

```
45
Properties=species:S:1:pos:R:3:forces:R:3:lowdin_charge:R:1
C 4.93664 -3.68242 -0.51004 -0.8 0.0 0.0 -0.135
C 4.21834 -2.37545 -1.14948 0.2 -1.8 0.7 -0.316
C 3.13051 -1.89151 -0.08017 1.6 -0.5 -0.1 -0.763
Cl 1.63619 -2.93499 -0.31843 0.7 0.8 0.3 0.542
Si 2.77832 -0.01114 -0.06626 -2.3 -0.1 -2.0 0.334
O 1.51558 0.49846 -1.13455 -0.3 -0.9 2.5 -0.408
Si -0.05091 0.48504 -0.40336 -0.6 1.0 -1.4 0.518
C -0.40878 2.04974 0.67906 0.6 0.6 0.3 -0.265
C 0.29175 2.00195 2.12046 -0.8 0.2 0.6 -0.244
C -0.68266 2.48347 3.31362 1.3 -1.2 -0.1 -0.157
F -1.35605 1.27347 3.75640 0.3 1.7 -0.6 -0.127
C -1.31033 0.45214 -1.87799 -0.1 0.8 -0.1 -0.262
C -2.76673 0.97662 -1.47725 -0.5 -0.8 -1.1 -0.238
C -3.47849 -0.14422 -0.59283 0.1 0.5 -0.3 -0.093
C -5.05709 -0.03496 -0.53706 -0.1 -0.3 0.2 -0.323
F -5.64761 0.13920 -1.80700 1.1 -0.1 2.1 0.065
F -5.48191 1.01772 0.31119 0.7 -1.7 -1.7 0.063
C -5.69137 -1.39238 0.05124 -0.6 -0.5 0.8 -0.380
F -7.09473 -1.33208 0.05166 3.0 -0.3 0.0 0.103
F -5.25851 -1.57862 1.37149 -0.9 0.4 -2.5 0.101
F -5.27976 -2.51265 -0.67147 -0.9 2.2 1.2 0.105
P 4.54543 1.25682 -0.49095 1.8 1.4 0.7 0.400
O 3.96233 2.87097 -0.42257 -0.1 -1.4 -0.3 -0.433
Cl 5.23861 1.00784 -2.45980 -1.0 0.3 0.8 0.154
H 5.71628 -3.41020 0.26934 -0.9 -0.3 -1.0 0.078
H 5.37949 -4.36173 -1.30072 -0.3 1.0 0.9 0.074
H 4.11546 -4.28349 0.01192 1.2 0.7 -0.7 0.061
H 5.02414 -1.61757 -1.38776 -1.2 -0.7 0.2 0.058
H 3.66878 -2.75549 -2.07241 0.8 1.0 1.0 0.104
H 3.55983 -2.15092 0.95301 -0.8 0.3 -1.3 0.085
H 2.36976 0.32297 1.31997 0.3 0.1 0.0 -0.003
H -0.28110 -0.66937 0.48041 0.3 -0.2 0.1 0.004
H 0.02189 2.92791 0.09517 -0.8 -0.8 0.7 0.088
H -1.52862 2.22295 0.82903 1.5 -0.3 -0.4 0.076
H 0.53123 0.91015 2.37129 -0.1 1.7 -0.1 0.079
H 1.22861 2.65749 2.15700 -1.2 -1.1 -0.1 0.106
H -0.06368 2.80912 4.22075 -1.0 -0.3 -1.3 0.120
H -1.42673 3.27153 2.98906 0.7 -1.1 0.5 0.118
H -1.39784 -0.57906 -2.34314 0.2 1.2 0.5 0.086
H -0.90295 1.16770 -2.67269 -0.4 -1.0 1.0 0.091
H -2.75634 2.00724 -1.01116 0.0 -1.3 -0.4 0.104
H -3.36050 1.05792 -2.45652 0.8 0.0 1.4 0.119
H -3.06239 -0.10787 0.46288 -0.8 -0.2 -1.1 0.133
H -3.20348 -1.15524 -1.05149 -0.6 1.3 0.7 0.138
H 3.67943 3.11293 0.48014 0.3 -0.3 -0.4 0.038
```
Positions in Å, forces in eV/Å.

The calculation puts the strongest force on any atom at 0.0597 Eh/bohr. The value obtained for the lowest unoccupied orbital energy is -0.2 eV. The charge is 0. The value obtained for the HOMO energy is -8.81 eV.


2.
ORCA calculation (ωB97M-V/def2-TZVPD) on 2 unconnected molecules or ions with the total composition C4H9N2O in a non-equilibrium geometry.

```
16
Properties=species:S:1:pos:R:3:forces:R:3:lowdin_charge:R:1
C -2.25735 -0.78740 0.13962 1.2 -2.9 0.7 0.025
C -0.76358 -0.67868 -0.06174 0.9 6.9 0.5 -0.064
C 0.07037 -1.63632 -0.84146 4.0 -0.1 -1.8 -0.097
N 1.22269 -1.42191 -1.33938 -3.6 -0.4 1.1 0.356
C 0.72866 1.40028 -0.76458 -1.6 0.0 3.0 0.052
N -0.12714 0.61244 0.24895 -3.0 -4.0 -6.6 0.089
H -2.77467 0.01706 -0.35910 0.0 0.4 -0.2 0.107
H -2.38442 -0.67161 1.24039 -0.3 0.0 -0.5 0.133
H -2.63417 -1.83028 -0.20103 0.5 1.8 0.7 0.137
H -0.31046 -2.67950 -0.87463 0.1 0.2 -0.1 0.182
H 0.18137 1.89650 -1.56865 -0.4 -0.4 0.3 0.121
H 1.39254 0.70131 -1.15054 1.8 -2.4 -1.4 0.050
H 0.29109 0.73693 1.13996 1.7 2.0 4.9 0.019
H 1.36960 2.06249 -0.15950 -0.6 -0.1 -0.2 0.105
H 0.98386 1.70277 2.90365 0.0 -0.1 1.0 -0.022
O 1.19348 1.74291 1.97893 -0.8 -1.0 -1.6 -0.192
```
Positions in Å, forces in eV/Å.

The calculation puts the strongest force on any atom at 0.1604 Eh/bohr. The value obtained for the lowest unoccupied orbital energy is -9.2 eV. The charge is +1. Its energy above the lowest of the compared OMol25 structures with the same formula, charge and spin is 1116.5 kJ/mol. The value obtained for the HOMO energy is -13.06 eV.


3.
ORCA calculation (ωB97M-V/def2-TZVPD) on a molecular structure, C35H25IrN7O8 in a non-equilibrium geometry.

```
76
Properties=species:S:1:pos:R:3:forces:R:3:lowdin_spin:R:1
Ir -0.16950 -0.22056 0.51019 -1.1 0.2 0.2 0.068
C -3.09876 -1.13265 -0.54775 -0.1 0.0 0.0 0.000
O -2.18809 -0.01101 -0.39432 0.4 -0.1 -0.3 0.022
C -2.73658 1.17686 0.06761 0.0 0.2 0.1 0.041
C -4.08552 1.46055 0.00892 0.0 0.0 0.0 -0.006
C -4.52404 2.70809 0.43528 0.0 0.0 0.0 0.056
C -3.63554 3.67390 0.90177 0.0 0.0 0.0 -0.002
C -2.28597 3.39998 0.94788 0.0 0.0 0.0 0.036
C -1.83856 2.13991 0.55262 0.0 0.0 -0.1 0.015
N -0.49123 1.75036 0.54487 0.0 -0.2 -0.1 0.185
N 0.39855 2.65075 0.48520 0.0 0.0 0.0 -0.055
C 1.65298 2.33536 0.08332 0.1 0.1 0.1 0.193
C 1.94483 1.18475 -0.80171 -0.2 -0.2 0.0 0.066
O 1.15611 0.19313 -0.95136 0.2 0.2 -0.1 0.113
C 3.14393 1.20779 -1.56823 0.0 0.0 -0.1 0.005
C 4.07134 2.16533 -1.35216 0.0 -0.1 0.0 0.014
C 3.88732 3.22613 -0.39480 0.0 0.0 0.0 0.035
C 4.87563 4.17698 -0.18431 0.0 -0.1 0.0 0.015
C 4.66884 5.21823 0.71186 0.0 0.0 0.0 0.100
C 3.46219 5.32392 1.39951 0.0 0.0 0.0 -0.014
C 2.46415 4.39228 1.19884 0.0 0.0 0.0 0.095
C 2.66108 3.32313 0.30472 0.0 0.0 0.0 0.004
H -3.72645 -0.96643 -1.41954 0.0 0.0 0.0 0.000
H -3.69330 -1.24233 0.35684 0.0 0.0 0.0 0.000
H -2.48315 -2.01017 -0.70019 0.0 0.0 0.0 0.000
H -4.79625 0.74429 -0.37539 0.0 0.0 0.0 -0.001
H -5.58171 2.93018 0.39184 0.0 0.0 0.0 0.003
H -4.00365 4.63650 1.22707 0.0 0.0 0.0 -0.001
H -1.57108 4.12776 1.30387 0.0 0.0 0.0 0.001
H 3.28789 0.41879 -2.29543 0.0 0.0 0.0 0.000
H 5.00013 2.14043 -1.91043 0.0 0.0 0.0 0.000
H 5.80838 4.10484 -0.72942 0.0 0.0 0.0 -0.001
H 5.44571 5.95413 0.86941 0.0 0.0 0.0 0.005
H 3.30575 6.14074 2.09077 0.0 0.0 0.0 -0.003
H 1.52846 4.47501 1.73307 0.0 0.0 0.0 0.005
C 0.65166 -4.44565 1.09493 0.0 0.0 0.0 0.000
C 0.56778 -3.07944 1.26814 -0.1 0.0 0.0 0.000
N 0.15159 -2.27134 0.28201 0.0 0.0 0.0 -0.001
C -0.13577 -2.80245 -0.91492 0.0 -0.1 0.0 0.000
C -0.07928 -4.16592 -1.17472 0.0 0.0 0.0 0.000
C 0.30186 -4.99806 -0.12548 0.0 -0.1 0.0 0.000
C -0.47962 -4.66840 -2.50910 0.0 0.1 0.0 0.000
C -0.01411 -4.17657 -3.65429 0.0 0.0 0.0 0.000
C 1.09761 -3.20191 -3.75494 -0.1 0.0 0.0 0.000
C 2.34815 -3.48725 -3.22002 0.0 0.0 -0.1 0.000
C 3.32128 -2.51604 -3.35327 0.1 0.1 0.0 0.000
N 3.08670 -1.34477 -3.94720 -0.2 -0.2 0.1 0.000
C 1.86137 -1.19689 -4.44594 0.0 0.3 -0.2 0.000
N 0.84878 -2.05538 -4.39606 0.2 -0.1 0.2 0.000
H 0.97715 -5.06675 1.91732 0.0 0.0 0.0 0.000
H 0.82712 -2.61665 2.20908 0.0 0.0 0.0 0.000
H -0.43683 -2.11414 -1.69742 0.0 0.0 0.0 0.000
H 0.33782 -6.07080 -0.27125 0.0 0.0 0.0 0.000
H -1.23664 -5.44433 -2.52491 0.0 0.0 0.0 0.000
H -0.44713 -4.49793 -4.59471 0.0 -0.1 0.0 0.000
H 2.56038 -4.43627 -2.74816 0.0 0.0 0.0 0.000
H 4.32362 -2.67996 -2.97152 0.0 0.0 0.0 0.000
H 1.66402 -0.26100 -4.95874 0.0 0.0 0.0 0.000
O 0.98068 -0.11978 2.15139 0.2 -0.1 0.4 0.001
C -0.04398 -0.29890 2.92963 0.3 0.0 -0.3 0.002
O -1.13829 -0.51329 2.31068 0.3 0.0 0.1 0.002
C 0.08550 -0.25114 4.38058 -0.1 0.0 0.0 0.000
C -1.04919 -0.43553 5.16725 0.0 0.0 0.0 0.001
C -0.90493 -0.38052 6.53572 0.0 0.0 0.0 0.000
C 0.31254 -0.15161 7.14876 0.0 0.0 0.0 0.001
C 1.41120 0.03079 6.33023 0.0 0.0 0.0 0.000
C 1.33096 -0.01446 4.95612 0.0 0.0 0.0 0.001
N 2.73363 0.29263 6.95110 0.0 0.1 0.0 0.000
O 3.65924 0.48594 6.19205 0.0 0.0 0.0 0.000
O 2.77868 0.30498 8.15626 0.0 0.0 0.0 0.000
N -2.10929 -0.57131 7.38229 0.0 0.2 0.0 0.000
O -1.94539 -0.54549 8.57706 0.0 -0.1 0.0 0.000
O -3.16240 -0.71558 6.79990 0.0 -0.1 0.0 0.000
H -2.02272 -0.61638 4.73442 0.0 0.0 0.0 0.000
H 0.40118 -0.11483 8.22567 0.0 0.0 0.0 0.000
H 2.22079 0.13360 4.36082 0.0 0.0 0.0 0.000
```
Positions in Å, forces in eV/Å.

The calculation puts the strongest force on any atom at 0.0233 Eh/bohr. The value obtained for the lowest unoccupied orbital energy (alpha / beta) is -7.1 / -8.8 eV. The charge is +2. The spin multiplicity is 2. Its energy above the lowest of the compared OMol25 structures with the same formula, charge and spin is 0.0 kJ/mol. The value obtained for the HOMO energy (alpha / beta) is -13.99 / -14.41 eV.


4.
ORCA calculation (ωB97M-V/def2-TZVPD) on 2 unconnected molecules or ions with the total composition C4H5NO2.

```
12
Properties=species:S:1:pos:R:3:forces:R:3:lowdin_charge:R:1
O 1.69708 0.95641 -1.19614 -0.5 0.2 0.2 0.055
C 0.57779 1.30585 -0.89435 0.4 -0.1 -0.1 -0.269
C -0.55108 0.33876 -0.75226 0.0 -0.2 -0.1 -0.092
C -0.33734 -0.99081 -0.91523 0.0 0.1 0.0 -0.021
N 0.00199 -1.36278 1.10724 0.1 0.5 0.4 0.219
C 0.05701 -0.26975 1.73542 -0.1 0.2 -0.5 -0.576
O -0.02930 0.93705 1.75654 0.0 -0.4 0.0 0.068
H 0.32567 2.36822 -0.72522 0.1 -0.1 0.0 0.123
H -1.54344 0.73834 -0.55799 0.2 0.0 0.0 0.117
H -1.15909 -1.69653 -0.96042 0.1 0.1 0.0 0.088
H 0.64767 -1.33157 -1.22011 -0.1 0.1 0.0 0.093
H 0.31304 -0.99320 2.62251 0.0 -0.3 0.1 0.195
```
Positions in Å, forces in eV/Å.

The calculation puts the strongest force on any atom at 0.0127 Eh/bohr. The value obtained for the lowest unoccupied orbital energy is -1.5 eV. The charge is 0. Its energy above the lowest of the compared OMol25 structures with the same formula, charge and spin is 436.1 kJ/mol. The value obtained for the HOMO energy is -10.33 eV.


5.
ORCA calculation (ωB97M-V/def2-TZVPD) on 2 unconnected molecules or ions with the total composition C7H8N2O3 in a non-equilibrium geometry.

```
20
Properties=species:S:1:pos:R:3:forces:R:3:lowdin_charge:R:1
C -2.38005 -2.78270 0.30371 2.1 2.7 0.1 0.037
C -1.71509 -1.59094 0.35844 -1.5 -1.4 -0.7 -0.189
C -0.48090 -1.22285 -0.21403 3.2 1.7 -0.7 -0.056
C -0.01525 0.04729 -0.15403 -0.9 2.1 0.3 -0.210
N 1.32448 0.48711 -0.38108 -1.1 -2.5 0.0 0.106
C 1.44947 1.70289 -0.09811 -0.6 -0.4 -0.7 -0.075
C 0.16398 2.40354 0.22802 1.7 -2.9 -0.3 -0.097
N -0.70704 1.25826 0.31713 0.2 -0.9 0.1 -0.115
O -2.01818 1.52469 -0.05356 -0.3 -0.7 2.4 0.021
H -3.24943 -2.68671 0.87854 -1.5 -1.0 0.4 0.029
H -1.98278 -3.64776 -0.19730 -0.2 -0.2 0.1 0.056
H -2.18514 -0.70704 0.77786 -0.4 -0.4 0.4 0.092
H 0.38152 -1.78725 -0.59872 -1.0 -0.8 0.2 0.112
H 2.45883 1.96029 -0.20022 1.2 1.8 0.2 0.101
H 0.32766 2.91395 1.09540 -0.2 1.4 2.8 0.095
H -0.04807 3.11949 -0.48007 -1.0 1.5 -2.1 0.105
H -2.03376 1.70534 -0.96136 0.1 0.4 -2.5 0.075
O 3.01191 -1.85144 -0.50194 -0.6 -0.9 0.0 0.189
C 3.52759 -0.87024 -0.18964 -0.9 -2.2 -1.0 -0.489
O 4.17026 0.02407 0.07096 1.6 2.9 1.0 0.211
```
Positions in Å, forces in eV/Å.

The calculation puts the strongest force on any atom at 0.0718 Eh/bohr. The value obtained for the lowest unoccupied orbital energy is 0.3 eV. As for the structure (SMILES): C=C/C=C1/N=CCN1O.O=C=O. The charge is 0. Its energy above the lowest of the compared OMol25 structures with the same formula, charge and spin is 364.4 kJ/mol. The value obtained for the HOMO energy is -7.88 eV.


6.
ORCA calculation (ωB97M-V/def2-TZVPD) on a gas-phase ion, C3H6N2O2P (charge -1) in a non-equilibrium geometry.

```
14
Properties=species:S:1:pos:R:3:forces:R:3:lowdin_charge:R:1
O -1.98765 -1.39660 0.42767 0.0 -1.4 0.3 -0.151
C -2.09514 -0.22683 0.03882 -0.7 2.5 -1.0 -0.750
O -3.07452 0.53321 0.06227 -0.8 -0.1 0.4 -0.050
C -0.83819 0.42745 -0.54803 1.4 -2.1 2.9 -0.395
C 0.12372 0.62033 0.67459 -1.7 1.6 1.5 -0.253
N 0.48810 -0.71298 1.20257 -0.1 -0.1 -1.2 -0.273
P 0.27113 -1.85756 -0.16076 1.9 1.2 -1.5 0.822
N -0.08417 -0.45886 -1.36839 1.5 -1.8 1.6 -0.199
H -1.00464 1.28987 -1.05671 -0.9 2.7 -1.2 0.093
H 1.03218 1.11709 0.38840 0.4 0.4 -0.3 0.073
H -0.43084 1.29307 1.52803 1.4 -1.7 -1.9 0.156
H -0.32303 -0.93142 1.74960 -0.2 -0.6 0.5 0.013
H 1.71496 -1.87431 -0.78873 -1.1 0.1 1.2 -0.113
H -0.67145 -0.82286 -2.06586 -1.0 -0.7 -1.2 0.028
```
Positions in Å, forces in eV/Å.

The calculation puts the strongest force on any atom at 0.0746 Eh/bohr. The value obtained for the lowest unoccupied orbital energy is 4.3 eV. As for the structure (SMILES): O=C([O-])[C@H]1CNPN1. The charge is -1. Its energy above the lowest of the compared OMol25 structures with the same formula, charge and spin is 206.7 kJ/mol. The value obtained for the HOMO energy is -3.87 eV.


7.
ORCA calculation (ωB97M-V/def2-TZVPD) on CH2O3S in the gas phase in a non-equilibrium geometry.

```
7
Properties=species:S:1:pos:R:3:forces:R:3:lowdin_charge:R:1
O 0.58777 -0.54897 1.05931 3.7 4.5 6.2 0.080
C 0.12562 -0.32693 -0.08464 -0.2 5.5 -4.3 -1.127
O -0.06788 1.10529 -0.76685 1.3 -1.2 1.3 -0.087
O 0.43456 -1.28049 -0.97409 2.3 0.0 -1.7 -0.213
S -1.10317 -1.26316 -0.37733 -8.7 -4.8 -2.3 1.062
H 0.36622 0.36295 1.43768 0.9 -1.8 0.8 0.177
H -0.34312 1.95131 -0.29408 0.5 -2.2 0.0 0.109
```
Positions in Å, forces in eV/Å.

The calculation puts the strongest force on any atom at 0.1981 Eh/bohr. The value obtained for the lowest unoccupied orbital energy is 0.1 eV. As for the structure (SMILES): OC1(O)OS1. The charge is 0. Its energy above the lowest of the compared OMol25 structures with the same formula, charge and spin is 333.5 kJ/mol. The value obtained for the HOMO energy is -8.66 eV.


8.
ORCA calculation (ωB97M-V/def2-TZVPD) on 2 unconnected molecules or ions with the total composition C6H12.

```
18
Properties=species:S:1:pos:R:3:forces:R:3:lowdin_charge:R:1
C -1.24255 -1.05643 0.30906 -0.1 0.0 0.0 -0.051
C -0.43500 0.11901 -0.26796 -0.2 0.1 -0.1 -0.544
C -1.31886 1.23330 -0.77866 -0.1 0.1 -0.1 -0.050
C 0.69382 0.51889 0.63664 0.0 0.0 0.0 -0.114
C 1.53998 -0.37874 0.09592 0.0 0.0 0.0 -0.134
C 0.70955 -0.50528 -1.14773 -0.1 -0.3 -0.3 -0.119
H -1.82600 -1.52869 -0.48932 0.0 0.1 0.1 0.082
H -0.57047 -1.81564 0.72826 -0.1 0.2 -0.1 0.086
H -1.93058 -0.74899 1.10450 0.1 0.1 -0.1 0.081
H -1.92402 0.90620 -1.62750 0.0 0.1 0.0 0.081
H -0.71268 2.09624 -1.07409 -0.1 -0.1 -0.1 0.082
H -1.99389 1.55539 0.02588 0.1 0.0 -0.2 0.083
H 0.77886 1.38877 1.28235 -0.2 -0.6 0.4 0.089
H 2.37855 -0.96809 0.45018 0.3 0.6 -0.3 0.080
H 0.57859 -1.47096 -1.64107 -0.2 0.0 0.1 0.104
H 1.03683 0.25147 -1.87208 -0.1 -0.3 0.0 0.114
H 2.23859 0.47968 2.19207 0.5 0.0 0.4 0.064
H 2.79814 0.48842 1.70578 0.4 0.2 0.5 0.066
```
Positions in Å, forces in eV/Å.

The calculation puts the strongest force on any atom at 0.0140 Eh/bohr. The value obtained for the lowest unoccupied orbital energy is 1.0 eV. As for the structure (SMILES): CC1(C)C=CC1.[H][H]. The charge is 0. Its energy above the lowest of the compared OMol25 structures with the same formula, charge and spin is 349.6 kJ/mol. The value obtained for the HOMO energy is -8.85 eV.